Entry 1:
156
Properties=species:S:1:pos:R:3 method="wB97M-V/def2-TZVPD" total_charge=0 lumo_ev=-1.050 smiles="CCOC[C@](CC(=O)O)(OCCOC)[C@@](CCCSC(=S)N(c1ccccc1)c1ccccc1)(COC)OCB(O)O.O=C1c2ccccc2C(=O)c2ccccc21.O=C1c2ccccc2C(=O)c2ccccc21.O=C1c2ccccc2C(=O)c2ccccc21" e_above_lowest_kcal_mol=0.0 homo_energy_ev=-8.058 max_force_ev_per_a=0.9 orbital_gap_ha=0.258
C 1.264 -1.167 4.824
C 0.947 0.266 4.446
O 0.691 0.462 3.080
C 1.844 0.661 2.310
C 1.389 0.912 0.886
C 1.007 -0.417 0.199
C 0.063 -1.399 0.818
O -1.037 -1.593 0.373
O 0.536 -2.147 1.828
O 2.446 1.394 0.039
C 3.793 1.424 0.445
C 4.537 0.104 0.477
O 4.300 -0.614 -0.709
C 4.342 -2.010 -0.527
C 0.316 2.061 0.820
C 0.050 2.557 -0.596
C -0.855 1.648 -1.456
C -2.213 2.303 -1.767
S -3.491 1.025 -1.604
C -4.743 1.827 -0.709
S -4.935 3.439 -0.614
N -5.583 0.961 0.045
C -4.998 0.743 1.354
C -3.891 -0.084 1.529
C -3.373 -0.265 2.806
C -3.953 0.376 3.902
C -5.051 1.209 3.719
C -5.572 1.397 2.439
C -6.110 -0.178 -0.633
C -6.423 -0.089 -1.995
C -6.964 -1.177 -2.669
C -7.234 -2.366 -1.996
C -6.945 -2.447 -0.637
C -6.399 -1.365 0.046
C -1.089 1.743 1.443
O -1.261 2.206 2.761
C -2.530 2.773 2.999
O 0.871 3.096 1.636
C 1.563 4.195 1.057
B 2.221 4.985 2.252
O 3.450 5.564 2.093
O 1.529 5.130 3.434
H 0.387 -1.798 4.721
H 2.037 -1.582 4.183
H 1.621 -1.208 5.849
H 0.067 0.597 4.991
H 1.770 0.906 4.781
H 2.463 -0.239 2.338
H 2.406 1.507 2.700
H 0.667 -0.259 -0.812
H 1.958 -0.937 0.104
H 0.044 -2.979 1.782
H 4.286 2.023 -0.319
H 3.973 1.970 1.373
H 5.598 0.375 0.524
H 4.340 -0.494 1.369
H 4.127 -2.495 -1.470
H 3.603 -2.345 0.208
H 5.323 -2.336 -0.178
H -0.498 3.490 -0.476
H 0.948 2.800 -1.150
H -1.079 0.721 -0.942
H -0.338 1.380 -2.372
H -2.444 3.099 -1.072
H -2.280 2.655 -2.790
H -3.446 -0.583 0.685
H -2.525 -0.913 2.963
H -3.551 0.236 4.893
H -5.515 1.719 4.548
H -6.428 2.035 2.288
H -6.237 0.825 -2.534
H -7.185 -1.096 -3.722
H -7.672 -3.202 -2.515
H -7.150 -3.364 -0.107
H -6.192 -1.473 1.097
H -1.805 2.291 0.831
H -1.361 0.693 1.370
H -3.310 2.336 2.375
H -2.499 3.855 2.859
H -2.795 2.582 4.035
H 2.317 3.896 0.331
H 0.877 4.903 0.581
H 3.519 6.382 2.596
H 1.277 4.282 3.812
O -7.163 4.713 4.084
C -7.072 5.923 4.087
C -7.609 6.730 5.221
C -8.202 6.075 6.293
C -8.678 6.803 7.370
C -8.563 8.189 7.382
C -7.985 8.848 6.311
C -7.510 8.123 5.225
C -6.905 8.857 4.075
O -6.866 10.069 4.060
C -6.349 8.050 2.953
C -5.748 8.704 1.885
C -5.200 7.972 0.845
C -5.253 6.583 0.868
C -5.861 5.925 1.923
C -6.414 6.654 2.967
H -8.282 4.998 6.273
H -9.138 6.291 8.205
H -8.927 8.755 8.229
H -7.894 9.925 6.305
H -5.711 9.785 1.883
H -4.728 8.483 0.016
H -4.815 6.006 0.064
H -5.905 4.845 1.942
O 6.822 -3.232 -2.648
C 7.797 -3.236 -3.368
C 8.840 -4.295 -3.255
C 8.673 -5.308 -2.319
C 9.614 -6.318 -2.220
C 10.725 -6.323 -3.057
C 10.903 -5.309 -3.982
C 9.965 -4.290 -4.082
C 10.186 -3.199 -5.076
O 11.187 -3.167 -5.759
C 9.131 -2.152 -5.203
C 9.294 -1.143 -6.144
C 8.315 -0.176 -6.295
C 7.169 -0.212 -5.508
C 7.006 -1.209 -4.561
C 7.987 -2.180 -4.403
H 7.803 -5.296 -1.678
H 9.481 -7.108 -1.493
H 11.453 -7.119 -2.984
H 11.765 -5.298 -4.635
H 10.187 -1.127 -6.752
H 8.441 0.608 -7.029
H 6.402 0.541 -5.632
H 6.122 -1.245 -3.940
O 2.306 -8.639 -1.722
C 1.817 -7.879 -2.530
C 1.576 -6.447 -2.192
C 1.943 -5.982 -0.936
C 1.760 -4.649 -0.614
C 1.209 -3.774 -1.544
C 0.828 -4.234 -2.792
C 1.007 -5.572 -3.120
C 0.576 -6.051 -4.466
O 0.036 -5.303 -5.252
C 0.837 -7.478 -4.811
C 0.477 -7.942 -6.070
C 0.735 -9.256 -6.421
C 1.352 -10.113 -5.516
C 1.702 -9.659 -4.256
C 1.443 -8.343 -3.897
H 2.374 -6.672 -0.224
H 2.052 -4.286 0.364
H 1.080 -2.730 -1.295
H 0.394 -3.564 -3.522
H 0.001 -7.265 -6.765
H 0.457 -9.615 -7.402
H 1.558 -11.137 -5.795
H 2.179 -10.316 -3.543

---

Entry 2:
17
Properties=species:S:1:pos:R:3 method="wB97M-V/def2-TZVPD" total_charge=+1 lumo_ev=-4.268 smiles="[NH3+]N1C=NC(O)=C[C@@H]1O" e_above_lowest_kcal_mol=115.5 homo_energy_ev=-12.779 max_force_ev_per_a=3.9 orbital_gap_ha=0.313
N 2.081 -0.692 -0.114
N 0.751 -0.773 0.368
C -0.267 -1.644 -0.053
N -1.498 -1.340 0.128
C -1.929 -0.068 0.153
O -3.234 0.009 0.197
C -1.146 1.027 0.041
C 0.241 0.949 0.449
O 1.244 1.696 -0.174
H 2.266 0.371 -0.443
H 2.205 -1.419 -0.979
H 2.828 -0.980 0.685
H -0.053 -2.729 -0.344
H -3.529 0.767 -0.279
H -1.379 2.120 -0.046
H 0.484 1.002 1.530
H 0.934 1.703 -1.121

---

Entry 3:
20
Properties=species:S:1:pos:R:3 method="wB97M-V/def2-TZVPD" total_charge=0 lumo_ev=0.708 e_above_lowest_kcal_mol=208.8 homo_energy_ev=-9.557 max_force_ev_per_a=5.8 orbital_gap_ha=0.377
C -2.032 0.838 -0.131
C -1.147 -0.181 -0.737
C 0.069 -0.635 -0.032
C -0.024 -1.828 0.918
C 1.478 0.104 0.193
C 1.325 1.569 0.353
H -1.990 0.623 1.183
H -3.223 0.475 -0.626
H -1.632 2.087 -0.217
H -0.788 0.316 -1.641
H -1.655 -1.115 -1.150
H -1.095 -2.287 1.131
H 1.013 -1.938 1.498
H 1.876 -0.285 1.129
H 0.146 1.557 -0.333
H 1.387 1.929 1.632
H 2.296 2.186 -0.270
H 1.485 -1.149 -1.489
O 0.326 -1.979 -0.462
O 2.186 -0.287 -0.949